1.
This record from the Open Molecules 2025 dataset describes one molecule with the formula C2H3IO2 in a non-equilibrium geometry. The level of theory is ωB97M-V/def2-TZVPD.

Output
Energy relative to the best compared isomer or geometry (same formula, charge and spin) in kJ/mol: 216.9
Frontier orbital gap in eV: 10.07

Each line ends with the Löwdin charge.
Positions of all 8 atoms, in Å:
O  1.516  -0.473  2.853  0.097
C  1.047  0.195  1.967  -0.321
O  0.479  -0.147  0.741  -0.232
C  -0.141  0.626  -0.424  -0.619
I  0.844  -0.011  -2.199  0.814
H  0.874  1.208  2.024  0.099
H  -1.238  0.342  -0.234  0.094
H  0.082  1.667  -0.043  0.068

***

2.
This record from the Open Molecules 2025 dataset describes C2H3IrO2 as an isolated structure in a non-equilibrium geometry. The level of theory is ωB97M-V/def2-TZVPD.

Output
Energy relative to the best compared isomer or geometry (same formula, charge and spin) in kJ/mol: 97.6
Frontier orbital gap (alpha / beta) in eV: 10.18 / 6.99
2S+1: 6
Charge: +1

Each line ends with the Löwdin charge.
Positions of all 8 atoms, in Å:
O  -0.683  -2.752  0.191  -0.192
Ir  -1.071  -0.842  0.370  1.559
O  -1.836  -2.457  -0.401  -0.221
C  1.055  1.065  -0.277  -0.016
C  -0.135  0.899  0.335  -0.360
H  1.696  1.943  -0.115  0.095
H  1.398  0.393  -1.075  0.073
H  -0.425  1.751  0.971  0.061

***

3.
This record from the Open Molecules 2025 dataset describes one molecule with the formula C2H3N. The level of theory is ωB97M-V/def2-TZVPD.

Output
Energy relative to the best compared isomer or geometry (same formula, charge and spin) in kJ/mol: 256.3
Frontier orbital gap in eV: 12.09

Each line ends with the Löwdin charge.
Positions of all 6 atoms, in Å:
C  0.264  0.282  -0.050  -0.108
C  -0.383  -1.330  -0.077  -0.138
N  -1.254  -0.634  0.351  0.051
H  0.518  0.401  -1.100  0.063
H  -0.282  1.160  0.297  0.069
H  1.137  0.121  0.579  0.063

***

4.
This record from the Open Molecules 2025 dataset describes a 2-piece molecular cluster, C2H3N2O overall in a non-equilibrium geometry. The level of theory is ωB97M-V/def2-TZVPD.

Output
Energy relative to the best compared isomer or geometry (same formula, charge and spin) in kJ/mol: 524.1
Frontier orbital gap (alpha / beta) in eV: 7.93 / 7.37
Charge: +1

Each line ends with the Löwdin charge.
Positions of all 8 atoms, in Å:
C  1.142  0.604  0.010  -0.051
C  -0.223  -0.998  -0.123  -0.079
N  -0.058  1.140  0.035  0.106
N  -0.870  0.091  -0.088  0.054
O  1.089  -0.735  -0.074  0.158
H  2.044  1.069  0.038  0.131
H  -0.478  -1.967  -0.251  0.137
H  -2.645  0.796  0.454  0.545

***

5.
This record from the Open Molecules 2025 dataset describes an isolated ion of composition C2H3N2O2 and charge -1 in a non-equilibrium geometry. The level of theory is ωB97M-V/def2-TZVPD.

Output
Energy relative to the best compared isomer or geometry (same formula, charge and spin) in kJ/mol: 296.1
Frontier orbital gap in eV: 8.13
Charge: -1

Each line ends with the Löwdin charge.
Positions of all 9 atoms, in Å:
C  1.464  0.870  -0.664  -0.087
C  0.416  0.483  0.030  -0.161
N  -0.572  -0.725  -0.440  0.028
N  -1.441  -1.078  0.418  -0.633
O  -2.173  -2.027  0.063  -0.129
O  -1.593  -0.545  1.537  -0.126
H  2.061  1.705  -0.320  0.022
H  1.772  0.385  -1.572  0.026
H  0.067  0.933  0.947  0.058

***

6.
This record from the Open Molecules 2025 dataset describes a 2-piece molecular cluster, C2H3N2O2 overall in a non-equilibrium geometry. The level of theory is ωB97M-V/def2-TZVPD.

Output
Energy relative to the best compared isomer or geometry (same formula, charge and spin) in kJ/mol: 537.5
Frontier orbital gap (alpha / beta) in eV: 6.29 / 7.60
2S+1: 3
Charge: -1

Each line ends with the Löwdin charge.
Positions of all 9 atoms, in Å:
C  -1.630  0.032  -0.437  -0.163
C  -0.922  0.072  0.624  -0.091
N  1.003  -0.903  0.564  0.120
N  1.788  -0.093  0.040  -0.723
O  3.007  -0.418  -0.081  -0.134
O  1.414  1.004  -0.359  -0.073
H  -2.556  0.442  -0.663  -0.010
H  -1.207  -0.543  -1.319  0.056
H  -0.898  0.405  1.630  0.017

***

7.
This record from the Open Molecules 2025 dataset describes a 2-piece molecular cluster, C2H3N2O3 overall in a non-equilibrium geometry. The level of theory is ωB97M-V/def2-TZVPD.

Output
Energy relative to the best compared isomer or geometry (same formula, charge and spin) in kJ/mol: 178.4
Frontier orbital gap (alpha / beta) in eV: 7.63 / 5.45
2S+1: 3
Charge: -1

Each line ends with the Löwdin charge.
Positions of all 10 atoms, in Å:
C  -0.583  -0.605  0.080  -0.170
C  0.468  0.315  0.038  -0.152
N  -1.809  -0.310  -0.100  -0.170
N  1.762  -0.057  0.011  -0.501
O  -2.942  -0.762  0.068  -0.103
O  2.065  -1.269  0.070  -0.088
O  2.637  0.832  -0.053  -0.088
H  -0.285  -1.652  0.182  0.120
H  0.238  1.372  -0.007  0.039
H  -1.549  2.136  -0.289  0.112

***

8.
This record from the Open Molecules 2025 dataset describes an isolated ion of composition C2H3N2O3 and charge +1 in a non-equilibrium geometry. The level of theory is ωB97M-V/def2-TZVPD.

Output
Energy relative to the best compared isomer or geometry (same formula, charge and spin) in kJ/mol: 487.3
Frontier orbital gap in eV: 8.85
Charge: +1

Each line ends with the Löwdin charge.
Positions of all 10 atoms, in Å:
O  0.099  -2.462  0.359  0.360
N  0.004  -1.433  0.859  -0.167
O  0.607  -0.696  1.703  0.278
C  -0.616  -0.183  1.004  -0.014
C  -0.381  0.778  -0.072  -0.046
N  0.470  0.390  -0.944  0.022
O  0.761  1.189  -1.957  0.075
H  -1.486  -0.075  1.650  0.188
H  -0.887  1.740  -0.083  0.151
H  1.428  0.751  -2.519  0.152

***

9.
This record from the Open Molecules 2025 dataset describes C2H3N2O4 as an isolated structure in a non-equilibrium geometry. The level of theory is ωB97M-V/def2-TZVPD.

Output
Energy relative to the best compared isomer or geometry (same formula, charge and spin) in kJ/mol: 449.6
Frontier orbital gap in eV: 8.29
Charge: -1

Each line ends with the Löwdin charge.
Positions of all 11 atoms, in Å:
C  -0.722  -0.815  0.207  -0.413
C  0.836  0.451  0.532  0.015
N  1.694  0.185  -0.347  -0.258
N  -1.649  0.202  -0.081  -0.390
O  2.792  0.621  -0.838  -0.194
O  -2.138  0.782  0.913  -0.007
O  -0.222  -1.557  -0.676  -0.116
O  -1.893  0.487  -1.243  0.066
H  -0.670  -1.101  1.185  0.092
H  0.841  1.298  1.235  0.082
H  1.130  -0.553  -0.886  0.122

***

10.
This record from the Open Molecules 2025 dataset describes one molecule with the formula C2H3N2O4PS in a non-equilibrium geometry. The level of theory is ωB97M-V/def2-TZVPD.

Output
Energy relative to the best compared isomer or geometry (same formula, charge and spin) in kJ/mol: 459.0
Frontier orbital gap in eV: 9.16

Each line ends with the Löwdin charge.
Positions of all 13 atoms, in Å:
C  1.874  -0.481  0.303  -0.237
C  2.632  0.628  0.004  -0.225
N  1.112  0.567  -0.120  0.042
N  -0.160  0.906  -0.154  -0.180
O  1.634  -1.623  0.820  0.114
O  3.475  1.384  -0.325  0.159
O  -0.952  -1.524  0.712  -0.314
O  -1.895  -0.617  -1.448  -0.136
P  -1.302  -0.246  -0.006  0.219
S  -2.518  1.131  0.958  0.583
H  -1.746  1.844  0.191  -0.203
H  0.511  -1.775  0.811  0.134
H  -2.666  -0.195  -1.746  0.044

***

11.
This record from the Open Molecules 2025 dataset describes an isolated ion of composition C2H3N2OS and charge -1 in a non-equilibrium geometry. The level of theory is ωB97M-V/def2-TZVPD.

Output
Energy relative to the best compared isomer or geometry (same formula, charge and spin) in kJ/mol: 335.3
Frontier orbital gap (alpha / beta) in eV: 5.57 / 5.57
Charge: -1

Each line ends with the Löwdin charge.
Positions of all 9 atoms, in Å:
O  2.880  1.501  -0.375  -0.374
N  2.061  0.699  0.291  -0.546
C  0.716  0.867  0.381  -0.251
C  -0.093  -0.245  0.327  -0.303
N  0.529  -1.419  -0.199  -0.419
S  2.242  -1.190  0.095  0.723
H  0.579  1.906  0.649  0.098
H  -1.246  -0.355  0.293  0.085
H  0.505  -1.614  -1.147  -0.012

***

12.
This record from the Open Molecules 2025 dataset describes C2H3N2OS as an isolated structure in a non-equilibrium geometry. The level of theory is ωB97M-V/def2-TZVPD.

Output
Energy relative to the best compared isomer or geometry (same formula, charge and spin) in kJ/mol: 450.7
Frontier orbital gap (alpha / beta) in eV: 7.05 / 7.05
Charge: +1

Each line ends with the Löwdin charge.
Positions of all 9 atoms, in Å:
C  -0.338  0.506  0.052  -0.070
C  1.013  0.580  0.031  -0.424
N  -0.150  -1.758  0.058  0.129
N  -0.943  -0.745  0.021  -0.340
O  -2.142  -0.893  -0.027  0.156
S  1.961  -0.816  -0.011  1.135
H  -1.004  1.354  0.085  0.153
H  1.517  1.539  0.011  0.108
H  -0.418  -2.722  -0.107  0.152

***

13.
This record from the Open Molecules 2025 dataset describes C2H3N2S as an isolated structure in a non-equilibrium geometry. The level of theory is ωB97M-V/def2-TZVPD.

Output
Energy relative to the best compared isomer or geometry (same formula, charge and spin) in kJ/mol: 208.0
Frontier orbital gap (alpha / beta) in eV: 7.36 / 7.31
Charge: +1

Each line ends with the Löwdin charge.
Positions of all 8 atoms, in Å:
C  -0.721  -0.675  1.048  -0.466
C  0.103  0.341  0.451  0.116
N  -1.351  -1.381  1.931  -0.268
N  -0.725  -0.717  -0.218  0.153
S  -2.433  -2.183  1.126  1.073
H  -0.313  1.254  0.390  0.095
H  1.116  0.080  0.369  0.121
H  -1.158  -0.853  -1.120  0.176

***

14.
This record from the Open Molecules 2025 dataset describes a 2-piece molecular cluster, C2H3N2S2 overall in a non-equilibrium geometry. The level of theory is ωB97M-V/def2-TZVPD.

Output
Energy relative to the best compared isomer or geometry (same formula, charge and spin) in kJ/mol: 185.6
Frontier orbital gap (alpha / beta) in eV: 5.56 / 6.39
2S+1: 3
Charge: +1

Each line ends with the Löwdin charge.
Positions of all 9 atoms, in Å:
C  1.283  0.177  0.010  -0.758
C  -1.566  -0.714  0.400  -0.728
N  -0.486  -1.198  0.250  0.089
N  0.635  1.222  -0.364  0.148
S  -2.833  0.098  0.041  0.961
S  2.454  -0.749  0.179  0.970
H  -0.187  -2.157  0.345  0.111
H  -0.052  1.350  -1.048  0.117
H  0.752  1.972  0.187  0.089

***

15.
This record from the Open Molecules 2025 dataset describes one molecule with the formula C2H3N3 in a non-equilibrium geometry. The level of theory is ωB97M-V/def2-TZVPD.

Output
Energy relative to the best compared isomer or geometry (same formula, charge and spin) in kJ/mol: 237.7
Frontier orbital gap in eV: 10.61

Each line ends with the Löwdin charge.
Positions of all 8 atoms, in Å:
N  -0.792  0.827  0.156  -0.060
C  -1.151  -0.440  0.326  -0.143
N  0.085  -1.099  0.293  -0.011
C  1.073  -0.102  0.124  -0.194
N  0.558  1.080  0.104  0.060
H  -1.442  1.588  0.070  0.122
H  -0.430  -1.624  -0.458  0.116
H  2.148  -0.256  0.144  0.110

***

16.
This record from the Open Molecules 2025 dataset describes one molecule with the formula C2H3N3 in a non-equilibrium geometry. The level of theory is ωB97M-V/def2-TZVPD.

Output
Energy relative to the best compared isomer or geometry (same formula, charge and spin) in kJ/mol: 132.6
Frontier orbital gap in eV: 11.13

Each line ends with the Löwdin charge.
Positions of all 8 atoms, in Å:
C  1.026  -0.085  -0.120  -0.196
C  0.029  0.827  0.006  -0.071
N  -1.120  -0.030  0.101  -0.012
N  -0.731  -1.303  0.005  -0.051
N  0.547  -1.353  -0.106  -0.021
H  2.078  0.118  -0.202  0.092
H  0.318  1.860  0.239  0.107
H  -2.148  -0.034  0.076  0.152

***

17.
This record from the Open Molecules 2025 dataset describes C2H3N3 as an isolated structure in a non-equilibrium geometry. The level of theory is ωB97M-V/def2-TZVPD.

Output
Energy relative to the best compared isomer or geometry (same formula, charge and spin) in kJ/mol: 221.8
Frontier orbital gap in eV: 10.41

Each line ends with the Löwdin charge.
Positions of all 8 atoms, in Å:
N  -0.890  0.084  -0.229  0.070
C  0.273  1.040  0.829  0.008
N  1.346  0.474  0.555  -0.037
N  1.303  -0.562  -0.343  -0.022
C  0.048  -0.705  -0.717  -0.336
H  -1.827  -0.157  -0.621  0.113
H  -0.122  1.844  1.441  0.089
H  -0.127  -1.502  -1.432  0.115

***

18.
This record from the Open Molecules 2025 dataset describes one molecule with the formula C2H3N3O in a non-equilibrium geometry. The level of theory is ωB97M-V/def2-TZVPD.

Output
Energy relative to the best compared isomer or geometry (same formula, charge and spin) in kJ/mol: 469.4
Frontier orbital gap (alpha / beta) in eV: 7.87 / 7.87

Each line ends with the Löwdin charge.
Positions of all 9 atoms, in Å:
C  -1.129  0.051  -0.004  -0.045
C  0.364  0.006  -0.013  -0.357
N  1.029  -1.020  0.849  0.014
O  1.311  -2.006  0.235  0.038
N  1.837  1.800  -0.715  0.200
N  1.124  0.971  -0.376  -0.086
H  -1.488  0.977  -0.461  0.083
H  -1.560  -0.796  -0.548  0.076
H  -1.488  0.017  1.032  0.078

***

19.
This record from the Open Molecules 2025 dataset describes a 2-piece molecular cluster, C2H3N3O overall in a non-equilibrium geometry. The level of theory is ωB97M-V/def2-TZVPD.

Output
Energy relative to the best compared isomer or geometry (same formula, charge and spin) in kJ/mol: 885.7
Frontier orbital gap (alpha / beta) in eV: 9.00 / 8.86

Each line ends with the Löwdin charge.
Positions of all 9 atoms, in Å:
C  -1.211  1.246  -0.129  -0.165
C  0.716  -0.518  0.494  -0.195
N  -0.827  2.564  0.114  0.044
N  -0.661  2.197  -1.055  0.063
N  1.635  -0.959  -0.427  0.039
O  0.485  -1.753  -0.017  -0.044
H  -2.199  0.840  -0.191  0.058
H  0.902  -0.343  1.538  0.095
H  1.501  -0.620  -1.381  0.105

***

20.
This record from the Open Molecules 2025 dataset describes one molecule with the formula C2H3N3O in a non-equilibrium geometry. The level of theory is ωB97M-V/def2-TZVPD.

Output
Energy relative to the best compared isomer or geometry (same formula, charge and spin) in kJ/mol: 137.1
Frontier orbital gap in eV: 10.35

Each line ends with the Löwdin charge.
Positions of all 9 atoms, in Å:
O  -2.449  -0.255  -0.120  0.034
C  -1.217  -0.280  0.021  -0.509
N  -0.293  -1.327  0.077  0.132
C  0.851  -0.890  -0.068  -0.224
N  0.922  0.475  -0.230  0.029
N  -0.425  0.902  0.216  0.070
H  1.836  -1.428  0.111  0.153
H  1.666  0.968  0.197  0.111
H  -0.890  1.836  -0.203  0.203